The following is a DFT calculation (wB97M-V/def2-TZVPD) of an isolated ion of composition C3H5O3 and charge +1 at a distorted geometry.

Values from the calculation:
Kohn-Sham gap (Ha): 0.3674
Calculated total energy (eV): -9319.875
Lowest unoccupied orbital energy (eV): -6.632
HOMO energy (eV): -16.6
ΔE to the lowest compared entry with this formula, charge and spin (kJ/mol): 546.85

The geometry in ORCA input format:
```
! wB97M-V def2-TZVPD RIJCOSX def2/J DEFGRID3
* xyz 1 1
O -1.722 -1.069 0.005
O -0.768 -1.038 -1.013
O -1.852 0.367 0.446
C 1.088 -0.312 0.461
C 0.140 -0.035 -0.639
C -0.802 0.911 0.086
H -0.612 1.996 0.182
H 1.919 -1.065 0.054
H 1.566 0.666 0.714
H 0.536 -0.759 1.282
H 0.507 0.338 -1.578
*
```

Results of the Mulliken charge analysis, in e, for atoms 1 through 8:
1 O 0.060
2 O -0.140
3 O -0.014
4 C -1.092
5 C 0.234
6 C 0.047
7 H 0.416
8 H 0.326